Entry 1:
Computed, not measured: 2 unconnected molecules or ions with the total composition C6H5Br3N2, with ωB97M-V/def2-TZVPD.

Geometry as ORCA input:
```
! wB97M-V def2-TZVPD RIJCOSX def2/J DEFGRID3
* xyz 0 1
C 0.26372 1.99412 0.08909
C 1.35350 -1.49174 -0.70521
C 0.83322 -2.25492 0.19804
C 1.05984 -0.01008 -0.98425
C 0.07100 0.56253 0.00220
C -1.67986 0.38088 1.63474
N 0.64198 3.02909 0.23783
N -0.66475 -0.10906 0.70256
Br 2.62971 -2.25064 -2.05462
Br 0.31193 -3.56917 1.28593
Br -1.90707 1.49168 -2.85028
H 1.93371 0.73463 -0.89930
H 0.58976 -0.01306 -1.97978
H -1.63398 1.49362 1.48563
H -2.47689 -0.16560 1.28052
H -1.32582 0.17771 2.55691
*
```

Summary:
Relative energy (zero: lowest compared OMol25 entry of this formula, charge and spin)   2.971 eV
LUMO (spin up / spin down)   -4.23 / -4.22 eV

=====

Entry 2:
Computed, not measured: 2 unconnected molecules or ions with the total composition C12H17Br2INO3, with ωB97M-V/def2-TZVPD.

Geometry as ORCA input:
```
! wB97M-V def2-TZVPD RIJCOSX def2/J DEFGRID3
* xyz -1 1
C 0.85654 2.15193 0.30888
C -0.47068 2.29157 0.37181
C -1.39874 1.38425 1.12648
C -1.61490 -0.01846 0.53560
C -2.47649 -0.14924 -0.74136
C -2.30938 0.98610 -1.71541
O -1.30417 1.21314 -2.29782
Br -3.86064 2.13257 -2.00988
O -2.48330 -0.62495 1.55050
C -1.77930 -1.55148 2.31429
O -1.86338 -1.72391 3.47656
C -0.86285 -2.22044 1.30948
I -2.16864 -3.54941 0.21334
C -0.37455 -0.96290 0.60509
N 0.38292 -1.17085 -0.60427
C 1.81690 -0.90865 -0.52847
C 2.30802 -0.18866 -1.78570
C 3.69538 0.42810 -1.60828
H 1.35822 2.40050 -0.61891
H 1.43778 1.85269 1.17381
H -0.92064 3.10558 -0.19316
H -2.37498 1.83022 1.31625
H -0.96142 1.21094 2.11654
H -2.16516 -1.04004 -1.28716
H -3.51565 -0.24460 -0.44634
H -0.08321 -2.84472 1.72569
H 0.21285 -0.50759 1.41784
H -0.00924 -0.65000 -1.37643
H 2.07879 -0.29749 0.34010
H 2.37965 -1.84152 -0.42578
H 1.57885 0.55962 -2.09928
H 2.38452 -0.94000 -2.57578
H 3.87749 0.77459 -0.58977
H 3.85070 1.28158 -2.26966
H 4.48379 -0.28520 -1.85194
Br 0.29495 -1.88329 5.12314
*
```

Summary:
LUMO   2.11 eV

=====

Entry 3:
Computed, not measured: a molecular structure, C27H32N5SiTi, with ωB97M-V/def2-TZVPD.

Geometry as ORCA input:
```
! wB97M-V def2-TZVPD RIJCOSX def2/J DEFGRID3
* xyz 1 1
Ti 0.92096 0.03788 -0.49699
C -0.06710 -3.17963 -1.68295
C -0.15705 -2.09498 -2.69533
C -0.41191 -2.42719 -4.06928
C -0.48724 -1.47797 -5.07236
C -0.29688 -0.14132 -4.69142
C -0.07787 0.19073 -3.34673
N 0.08716 -0.80477 -2.33918
C -0.01498 1.52441 -2.91370
C -0.64198 2.60084 -3.57556
C -0.48172 3.84791 -3.00584
C 0.14052 4.02448 -1.73390
C 0.66106 2.88580 -1.11746
N 0.64081 1.69997 -1.75737
C 1.32297 2.93517 0.15378
C 1.57579 4.15360 0.85329
C 2.15459 4.09821 2.15124
C 2.41067 2.85589 2.67571
C 2.22729 1.68070 1.96654
C 2.48534 0.45722 2.71938
N 1.72179 1.67786 0.69176
H -0.66289 -3.95849 -2.15821
H -0.46113 -2.80487 -0.74350
H 0.96960 -3.55315 -1.59891
H -0.56109 -3.51987 -4.34311
H -0.76194 -1.63163 -6.10665
H -0.25007 0.65333 -5.48648
H -1.18422 2.36460 -4.49305
H -0.80727 4.70969 -3.53177
H 0.30533 5.00025 -1.27621
H 1.24862 5.12364 0.47707
H 2.42881 4.99102 2.69876
H 2.87040 2.70604 3.60986
H 3.12604 0.68095 3.57249
H 2.75508 -0.43386 2.18915
H 1.52465 0.25342 3.22606
C 2.02544 -4.15820 1.48081
C 1.00304 -3.24979 1.91531
C 0.26447 -3.62142 3.05478
C -0.58609 -2.71998 3.68951
C -0.82009 -1.49750 3.03251
C -0.22735 -1.27479 1.71388
N 0.75406 -2.08949 1.23696
N -0.64932 -0.31679 0.82962
Si -2.39338 0.31209 0.87885
C -3.65366 -0.82089 1.74184
C -3.07012 0.56027 -0.84056
C -2.37524 2.01636 1.80758
H 1.62019 -4.98107 0.87163
H 2.44634 -4.64788 2.30111
H 2.79168 -3.65859 0.83001
H 0.33648 -4.66753 3.35962
H -0.91874 -2.95455 4.66962
H -1.57799 -0.83570 3.34356
H -4.56836 -0.22192 1.92493
H -3.33248 -1.18071 2.75522
H -3.91168 -1.61552 1.04585
H -2.54788 0.07421 -1.66306
H -3.12690 1.59132 -1.19785
H -4.05331 0.14456 -0.78827
H -1.29493 2.18509 1.89656
H -2.84490 1.79917 2.78493
H -2.86292 2.84084 1.27434
C 2.65778 -0.55976 -0.88367
H 3.55560 -0.25581 -0.23436
H 3.10811 -1.32190 -1.58040
*
```

Summary:
Relative energy (zero: lowest compared OMol25 entry of this formula, charge and spin)   0.106 eV
LUMO (spin up / spin down)   -3.80 / -3.77 eV

=====

Entry 4:
Computed, not measured: a molecular structure, C31H48KN4SSi4Te, with ωB97M-V/def2-TZVPD.

Geometry as ORCA input:
```
! wB97M-V def2-TZVPD RIJCOSX def2/J DEFGRID3
* xyz -1 1
K -0.29500 -0.52438 -1.60869
C -1.85020 0.80312 -4.59439
N -0.53430 0.34442 -4.20389
C -0.13190 -0.78918 -5.01129
C 1.15110 -1.43808 -4.56449
C 1.95220 -2.06958 -5.49859
C 3.14990 -2.65788 -5.04579
C 3.40130 -2.69938 -3.71069
C 2.42420 -2.18558 -2.80519
N 1.42050 -1.38318 -3.26919
C 0.44830 1.40812 -4.29039
C 0.22440 2.47102 -3.25769
C 0.01220 3.79722 -3.61559
C -0.15010 4.74322 -2.61879
C -0.09110 4.32482 -1.29789
C 0.12150 2.98152 -1.03799
N 0.28020 2.07942 -1.98899
C -2.52490 1.65622 -3.55719
C -3.17250 2.83022 -3.91539
C -3.90220 3.51882 -2.96029
C -3.93220 3.01022 -1.66479
C -3.22650 1.85282 -1.39599
N -2.55060 1.17442 -2.31439
H -2.48920 -0.07688 -4.72929
H -1.82400 1.34872 -5.55789
H -0.04650 -0.51998 -6.08109
H -0.91350 -1.55288 -4.92689
H 1.70140 -2.05968 -6.55059
H 3.86370 -3.03518 -5.76439
H 4.29380 -3.15118 -3.30349
H 2.76990 -1.95238 -1.80599
H 0.45780 1.86642 -5.29789
H 1.42730 0.96022 -4.10889
H -0.03660 4.08092 -4.65679
H -0.31610 5.78412 -2.86069
H -0.19360 5.03102 -0.49129
H 0.17100 2.59912 -0.02719
H -3.11890 3.18642 -4.93439
H -4.44170 4.41812 -3.21919
H -4.49890 3.49922 -0.88729
H -3.20660 1.42182 -0.40449
Te 1.01390 -4.21958 -1.88099
C 2.27410 -4.75408 -0.31279
C 1.97610 -5.48558 0.79511
C 3.08690 -5.76198 1.61721
C 4.24150 -5.24478 1.12821
S 3.97070 -4.39988 -0.35149
H 0.97460 -5.81118 1.01061
H 3.02560 -6.33028 2.53231
H 5.23560 -5.31328 1.52601
C -1.14780 2.11862 5.27341
Si -1.38680 1.88442 3.37041
C -3.29450 1.92562 3.14761
C -0.80360 3.57292 2.65761
Si -0.43040 0.06722 2.22171
Si -1.38970 -1.82278 3.22011
C -3.24960 -1.95338 2.76291
C -0.62560 -3.41888 2.49611
C -1.39010 -2.11308 5.13251
Si 1.83550 0.11062 2.83141
C 2.73540 -1.50158 2.34501
C 2.70110 1.47752 1.79881
C 2.47250 0.40842 4.63271
H -1.68010 2.97142 5.69231
H -0.09250 2.24612 5.49631
H -1.48180 1.23072 5.80391
H -3.71530 2.92462 3.23541
H -3.78190 1.29672 3.88751
H -3.57060 1.54062 2.17001
H -1.09360 4.41512 3.27861
H -1.20990 3.73652 1.66241
H 0.27890 3.58622 2.57791
H -3.38920 -1.77258 1.70021
H -3.84150 -1.21838 3.29921
H -3.66130 -2.93368 2.98811
H -0.75710 -3.45948 1.41811
H -1.06190 -4.32028 2.91561
H 0.43990 -3.45568 2.68811
H -1.81170 -1.24948 5.64051
H -0.37700 -2.24418 5.50431
H -1.96840 -2.98468 5.43521
H 2.58450 -1.71938 1.29181
H 2.34720 -2.34148 2.91211
H 3.80600 -1.46528 2.52571
H 2.58830 1.27982 0.73581
H 3.76440 1.55202 2.01111
H 2.26330 2.45142 1.99671
H 2.00100 -0.29198 5.31601
H 2.22160 1.40962 4.97031
H 3.55000 0.28422 4.72771
*
```

Summary:
Relative energy (zero: lowest compared OMol25 entry of this formula, charge and spin)   0.932 eV
LUMO   1.77 eV

=====

Number 1: strongest force on any atom 5.179 eV Å⁻¹. Number 2: strongest force on any atom 1.771 eV Å⁻¹. Number 3: strongest force on any atom 4.128 eV Å⁻¹. Number 4: strongest force on any atom 1.489 eV Å⁻¹.